1.
127
Properties=species:S:1:pos:R:3:lowdin_charge:R:1 method="wB97M-V/def2-TZVPD" fmax_ev_per_a=3.51 e_lumo_ev=-2.6 charge=+1 gap_ha=0.310
C 0.35 -0.19 2.39 -0.13
C -0.93 -1.03 2.10 -0.24
C -0.86 -1.93 0.81 -0.57
Cl 0.81 -1.99 0.15 0.73
C -1.90 -1.52 -0.23 -0.28
C -1.98 -2.47 -1.43 -0.07
C -2.69 -1.99 -2.73 -0.29
C -1.73 -2.47 -3.90 -0.15
C -1.35 -3.96 -3.84 -0.25
C 0.17 -4.16 -3.57 -0.54
S 0.47 -5.55 -2.41 0.70
C -4.04 -2.65 -3.07 -0.09
C -5.27 -2.59 -2.14 -0.38
C -5.07 -2.46 -0.61 -0.07
C -6.35 -1.53 -2.54 -0.07
C -2.68 -0.43 -2.95 -0.18
F -3.96 0.04 -3.25 0.01
C -2.13 0.48 -1.84 -0.16
C -0.96 1.33 -2.39 -0.08
C 0.20 0.35 -2.79 -0.33
C 1.58 1.03 -2.85 0.02
O 0.75 0.59 -4.04 -0.08
N -1.70 -0.07 -0.53 0.15
H 0.10 0.49 3.21 0.08
H 0.64 0.44 1.54 0.06
H 1.17 -0.82 2.73 0.05
H -1.02 -1.71 2.95 0.11
H -1.77 -0.35 2.11 0.07
H -1.16 -2.93 1.13 0.12
H -2.83 -1.58 0.35 0.11
H -2.51 -3.35 -1.08 0.13
H -0.95 -2.82 -1.59 0.07
H -0.82 -1.87 -3.96 0.10
H -2.29 -2.29 -4.82 0.13
H -1.87 -4.51 -3.04 0.08
H -1.61 -4.49 -4.76 0.12
H 0.75 -4.24 -4.49 0.08
H 0.51 -3.25 -3.05 0.04
H 1.61 -5.12 -1.80 -0.16
H -3.88 -3.70 -3.34 0.13
H -4.35 -2.20 -4.02 0.12
H -5.81 -3.53 -2.27 0.08
H -4.80 -1.42 -0.37 0.07
H -6.05 -2.62 -0.15 0.08
H -4.41 -3.20 -0.16 0.08
H -6.32 -1.30 -3.60 0.08
H -6.04 -0.62 -2.01 0.07
H -7.34 -1.79 -2.16 0.07
H -2.13 -0.19 -3.86 0.15
H -2.89 1.25 -1.64 0.16
H -0.55 1.99 -1.63 0.11
H -1.24 1.82 -3.32 0.13
H 0.16 -0.67 -2.42 0.10
H 1.58 2.10 -3.02 0.11
H 2.46 0.44 -3.07 0.11
H -2.17 0.45 0.21 0.18
H -0.71 0.16 -0.37 0.14
C 2.28 -4.28 3.30 0.06
N 2.76 -3.53 4.49 -0.42
O 3.95 -3.57 4.74 0.07
O 1.92 -2.93 5.14 0.04
H 3.13 -4.76 2.82 0.07
H 1.56 -5.01 3.64 0.11
H 1.83 -3.56 2.63 0.08
C -0.75 5.54 -2.12 0.05
N -1.70 4.44 -1.80 -0.43
O -1.84 4.14 -0.62 0.05
O -2.28 3.91 -2.72 0.05
H -0.32 5.90 -1.21 0.06
H 0.01 5.13 -2.77 0.09
H -1.32 6.32 -2.63 0.12
C -9.19 -4.87 -1.07 0.05
N -7.87 -4.88 -1.77 -0.44
O -7.81 -4.37 -2.87 0.06
O -6.95 -5.41 -1.18 0.06
H -9.91 -4.36 -1.71 0.10
H -9.48 -5.90 -0.89 0.10
H -9.06 -4.33 -0.13 0.10
C 2.13 -0.17 5.78 0.03
N 2.31 1.28 5.48 -0.44
O 2.62 1.59 4.34 0.05
O 2.12 2.06 6.39 0.07
H 2.32 -0.73 4.88 0.05
H 2.84 -0.43 6.56 0.11
H 1.11 -0.31 6.11 0.11
C 3.47 6.90 -0.43 0.07
N 2.05 6.65 -0.79 -0.41
O 1.19 7.17 -0.10 0.08
O 1.84 5.95 -1.77 0.02
H 3.50 7.54 0.45 0.06
H 3.93 5.94 -0.22 0.11
H 3.94 7.39 -1.28 0.08
C -5.07 0.49 3.90 0.06
N -3.92 -0.36 3.51 -0.43
O -2.92 -0.32 4.20 0.08
O -4.06 -1.05 2.51 0.04
H -4.80 1.04 4.80 0.10
H -5.28 1.17 3.08 0.10
H -5.92 -0.17 4.09 0.11
C 6.99 -2.97 5.05 0.03
N 8.30 -2.58 4.48 -0.45
O 8.95 -1.75 5.07 0.07
O 8.63 -3.14 3.44 0.05
H 6.82 -2.40 5.96 0.10
H 6.22 -2.74 4.31 0.08
H 7.02 -4.04 5.26 0.10
C 3.94 9.44 -4.56 0.05
N 4.81 8.44 -3.87 -0.45
O 5.32 8.77 -2.81 0.05
O 4.95 7.37 -4.41 0.07
H 3.91 10.34 -3.97 0.09
H 4.38 9.63 -5.54 0.10
H 2.95 8.99 -4.66 0.10
C 5.59 -6.70 0.29 0.06
N 4.44 -5.77 0.46 -0.44
O 4.56 -4.63 0.03 0.07
O 3.45 -6.20 1.01 0.04
H 6.39 -6.17 -0.22 0.10
H 5.90 -7.02 1.28 0.10
H 5.24 -7.54 -0.31 0.10
C 4.86 8.77 3.84 0.05
N 5.12 8.33 2.44 -0.44
O 5.77 7.32 2.27 0.08
O 4.67 9.03 1.55 0.04
H 5.33 8.06 4.51 0.10
H 5.29 9.76 3.96 0.10
H 3.79 8.79 3.98 0.10

2.
115
Properties=species:S:1:pos:R:3:lowdin_charge:R:1 method="wB97M-V/def2-TZVPD" fmax_ev_per_a=2.48 e_lumo_ev=0.5 charge=-1 gap_ha=0.204
C 3.35 -3.07 2.13 -0.12
C 3.17 -1.72 1.26 -0.28
C 4.24 -1.75 0.10 -0.22
C 3.82 -1.00 -1.24 -0.21
C 2.33 -1.25 -1.71 -0.23
C 1.82 -2.75 -1.59 -0.21
C 0.21 -2.85 -1.59 -0.30
C -0.43 -2.70 -0.12 -0.35
Nb -1.59 -0.72 0.11 1.45
C -2.68 1.29 0.04 -0.37
C -1.86 2.47 -0.66 -0.19
C -1.79 2.38 -2.25 -0.47
F -0.45 2.37 -2.66 0.05
F -2.38 3.50 -2.87 0.04
F -2.42 1.27 -2.83 0.03
C -3.14 -1.47 -1.40 -0.34
O -3.92 -2.61 -0.95 -0.36
C -5.24 -2.20 -0.57 -0.17
P 0.14 0.21 1.83 0.02
S 1.48 1.36 0.98 0.02
P -2.94 -1.59 2.12 0.15
O -3.49 -3.19 2.00 -0.34
O -4.21 -0.47 2.45 -0.37
S -1.80 -1.54 3.73 0.14
H 2.36 -3.27 2.65 0.07
H 3.56 -3.93 1.43 0.06
H 4.16 -2.96 2.90 0.05
H 2.10 -1.73 0.92 0.03
H 3.34 -0.83 1.93 0.08
H 5.17 -1.21 0.49 0.11
H 4.58 -2.82 -0.10 0.10
H 4.51 -1.36 -2.07 0.10
H 4.04 0.11 -1.12 0.10
H 2.29 -0.99 -2.82 0.11
H 1.56 -0.59 -1.22 0.03
H 2.20 -3.31 -0.68 0.09
H 2.16 -3.29 -2.53 0.10
H -0.19 -2.06 -2.29 0.06
H -0.05 -3.85 -2.08 0.10
H -1.17 -3.56 -0.02 0.04
H 0.32 -2.85 0.72 0.03
H -0.58 -0.10 -1.29 -0.04
H -3.71 1.23 -0.41 0.05
H -2.81 1.61 1.14 0.04
H -2.41 3.44 -0.43 0.12
H -0.81 2.62 -0.28 0.06
H -3.89 -0.63 -1.61 0.04
H -2.63 -1.72 -2.39 0.06
H -5.89 -1.93 -1.46 0.09
H -5.23 -1.27 0.10 0.08
H -5.79 -3.00 0.02 0.09
H -0.61 0.97 2.79 -0.11
H 0.78 -0.89 2.49 -0.11
H -3.06 -3.65 1.26 0.03
H -3.81 0.29 2.92 0.02
C -6.13 -0.40 -6.20 -0.36
O -7.30 -0.05 -6.09 0.00
N -5.07 0.28 -5.70 -0.20
C -3.71 -0.20 -5.88 -0.05
C -5.29 1.51 -4.98 -0.04
H -5.85 -1.32 -6.73 0.13
H -3.26 -0.36 -4.90 0.08
H -3.14 0.56 -6.42 0.09
H -3.69 -1.13 -6.44 0.08
H -5.93 1.31 -4.11 0.09
H -5.80 2.23 -5.63 0.09
H -4.34 1.94 -4.64 0.07
C -4.72 -6.76 -3.10 -0.36
O -3.69 -6.28 -3.54 0.02
N -5.85 -6.07 -2.80 -0.20
C -7.03 -6.73 -2.29 -0.07
C -5.87 -4.63 -3.00 -0.04
H -4.81 -7.85 -2.91 0.13
H -7.87 -6.55 -2.97 0.09
H -7.28 -6.31 -1.31 0.09
H -6.87 -7.80 -2.19 0.08
H -5.67 -4.42 -4.05 0.09
H -5.09 -4.18 -2.39 0.07
H -6.84 -4.22 -2.72 0.09
C 6.10 -0.19 4.32 -0.34
O 6.41 -1.08 3.55 0.01
N 5.26 -0.33 5.38 -0.20
C 4.94 0.77 6.26 -0.06
C 4.66 -1.63 5.63 -0.04
H 6.50 0.83 4.22 0.13
H 5.25 0.52 7.28 0.09
H 3.86 0.95 6.23 0.09
H 5.46 1.68 5.95 0.07
H 5.44 -2.36 5.79 0.09
H 4.07 -1.93 4.75 0.07
H 4.01 -1.59 6.50 0.09
C 1.31 5.56 0.72 -0.36
O 0.56 6.30 1.33 0.00
N 1.38 5.45 -0.63 -0.20
C 2.30 4.54 -1.28 -0.06
C 0.51 6.27 -1.44 -0.05
H 2.01 4.89 1.25 0.12
H 2.97 5.12 -1.92 0.08
H 1.73 3.83 -1.89 0.08
H 2.89 3.99 -0.55 0.07
H 0.70 7.33 -1.23 0.09
H -0.53 6.05 -1.19 0.09
H 0.68 6.08 -2.50 0.09
C 7.25 4.85 4.20 -0.35
O 7.61 3.90 4.87 0.00
N 5.97 5.30 4.10 -0.20
C 5.61 6.44 3.28 -0.06
C 4.93 4.60 4.84 -0.04
H 7.96 5.44 3.60 0.13
H 5.16 7.20 3.92 0.09
H 4.89 6.12 2.53 0.09
H 6.49 6.85 2.79 0.08
H 5.17 4.64 5.91 0.09
H 4.90 3.56 4.52 0.08
H 3.96 5.07 4.67 0.09

3.
116
Properties=species:S:1:pos:R:3:lowdin_charge:R:1 method="wB97M-V/def2-TZVPD" fmax_ev_per_a=2.95 e_lumo_ev=-2.6 charge=+1 gap_ha=0.328
C 8.46 -4.54 -0.23 -0.02
C 8.55 -4.67 -1.75 -0.38
O 7.63 -5.65 -2.25 -0.05
C 8.28 -3.35 -2.47 -0.11
O 7.18 -2.64 -1.89 -0.08
C 6.08 -2.43 -2.72 -0.37
N 5.28 -3.68 -2.70 0.14
C 4.83 -3.69 -1.39 -0.33
N 4.54 -4.77 -0.73 0.14
C 4.58 -6.13 -1.26 -0.15
C 3.29 -6.91 -0.90 -0.24
C 2.04 -6.03 -1.01 -0.53
S 1.65 -5.40 0.65 0.75
N 4.75 -2.44 -0.84 -0.09
C 5.22 -2.22 0.54 0.01
C 5.15 -1.53 -1.91 -0.55
I 3.36 -1.09 -3.08 0.98
H 8.59 -3.50 0.08 0.08
H 9.24 -5.12 0.25 0.08
H 7.49 -4.90 0.14 0.07
H 9.55 -5.00 -2.02 0.15
H 8.09 -6.48 -2.37 0.10
H 8.08 -3.57 -3.52 0.14
H 9.17 -2.73 -2.38 0.14
H 6.31 -2.01 -3.70 0.16
H 4.57 -3.75 -3.42 0.12
H 4.23 -4.67 0.23 0.12
H 5.46 -6.66 -0.88 0.12
H 4.69 -6.09 -2.34 0.12
H 3.42 -7.27 0.12 0.10
H 3.24 -7.75 -1.59 0.12
H 1.21 -6.63 -1.37 0.07
H 2.18 -5.21 -1.72 0.07
H 0.98 -4.29 0.32 -0.15
H 4.38 -2.20 1.23 0.09
H 5.77 -1.28 0.59 0.11
H 5.87 -3.05 0.83 0.09
H 5.48 -0.53 -1.65 0.10
O 0.36 1.80 1.75 -0.22
P -0.84 1.21 1.15 0.38
O -1.57 0.11 2.02 -0.17
C -2.03 0.45 3.35 -0.25
C -3.26 1.33 3.34 -0.08
O -0.42 0.25 -0.08 -0.18
C 0.94 0.15 -0.47 -0.32
C 1.60 -1.05 0.18 -0.10
O -2.01 2.01 0.46 -0.17
C -1.82 3.40 0.09 -0.23
C -0.76 3.57 -0.97 -0.07
H -1.22 0.91 3.91 0.12
H -2.26 -0.51 3.83 0.10
H -3.02 2.33 2.97 0.07
H -3.66 1.43 4.35 0.08
H -4.03 0.91 2.69 0.08
H 1.48 1.07 -0.23 0.11
H 0.95 0.04 -1.55 0.06
H 1.46 -1.05 1.26 0.09
H 2.67 -1.07 -0.04 0.02
H 1.15 -1.97 -0.20 0.06
H -1.58 3.98 0.99 0.12
H -2.79 3.74 -0.27 0.12
H 0.22 3.29 -0.59 0.07
H -0.71 4.60 -1.31 0.08
H -0.97 2.93 -1.83 0.08
O 0.83 5.74 -3.63 -0.22
P 0.48 6.07 -5.01 0.38
O -1.06 6.04 -5.34 -0.17
C -1.98 6.86 -4.59 -0.26
C -1.88 8.33 -4.95 -0.07
O 0.93 4.88 -6.00 -0.18
C 1.62 3.74 -5.51 -0.29
C 0.65 2.62 -5.20 -0.06
O 1.02 7.30 -5.83 -0.17
C 2.17 8.04 -5.35 -0.24
C 3.43 7.20 -5.35 -0.07
H -1.80 6.71 -3.52 0.11
H -2.97 6.48 -4.82 0.12
H -0.93 8.76 -4.62 0.07
H -2.68 8.89 -4.47 0.08
H -1.95 8.46 -6.03 0.09
H 2.21 3.99 -4.63 0.10
H 2.32 3.44 -6.29 0.12
H -0.14 2.97 -4.53 0.07
H 1.17 1.78 -4.72 0.06
H 0.18 2.26 -6.11 0.08
H 1.96 8.44 -4.36 0.12
H 2.28 8.89 -6.03 0.12
H 3.35 6.39 -4.62 0.07
H 4.29 7.81 -5.09 0.08
H 3.59 6.75 -6.33 0.09
O -8.15 -0.62 4.60 -0.21
P -7.77 -1.06 5.95 0.37
O -6.98 0.02 6.81 -0.17
C -7.56 1.31 7.05 -0.26
C -8.70 1.26 8.05 -0.07
O -6.60 -2.16 5.87 -0.18
C -6.12 -2.64 4.62 -0.28
C -4.89 -1.87 4.19 -0.08
O -8.72 -1.75 6.99 -0.17
C -9.99 -2.31 6.56 -0.25
C -9.80 -3.46 5.60 -0.07
H -7.90 1.73 6.10 0.11
H -6.75 1.93 7.42 0.12
H -9.57 0.74 7.65 0.07
H -9.01 2.27 8.31 0.08
H -8.39 0.74 8.96 0.09
H -6.89 -2.58 3.86 0.10
H -5.87 -3.69 4.77 0.12
H -5.09 -0.79 4.20 0.06
H -4.57 -2.16 3.19 0.08
H -4.06 -2.05 4.88 0.08
H -10.59 -1.52 6.11 0.12
H -10.49 -2.63 7.47 0.12
H -9.37 -3.12 4.66 0.07
H -10.77 -3.92 5.38 0.08
H -9.14 -4.21 6.03 0.09

4.
112
Properties=species:S:1:pos:R:3:lowdin_charge:R:1 method="wB97M-V/def2-TZVPD" fmax_ev_per_a=3.10 e_lumo_ev=0.2 gap_ha=0.312
C -5.12 2.58 1.23 -0.09
C -3.91 2.01 0.40 -0.23
N -3.51 2.94 -0.66 -0.18
C -3.61 4.37 -0.39 -0.23
C -3.81 5.22 -1.73 -0.07
C -2.22 2.57 -1.27 -0.25
C -2.38 1.36 -2.18 -0.08
H -5.52 1.77 1.84 0.06
H -5.89 2.96 0.57 0.08
H -4.92 3.33 2.00 0.06
H -3.19 1.82 1.21 0.08
H -4.16 1.02 0.02 0.10
H -4.40 4.64 0.32 0.09
H -2.74 4.78 0.11 0.10
H -4.37 4.68 -2.50 0.06
H -4.42 6.07 -1.43 0.06
H -2.89 5.51 -2.26 0.06
H -1.39 2.40 -0.58 0.10
H -1.78 3.41 -1.80 0.10
H -1.62 1.41 -2.96 0.06
H -3.37 1.30 -2.64 0.08
H -2.18 0.41 -1.69 0.05
C -0.32 -0.54 1.17 -0.05
C 0.46 -0.57 -0.04 -0.30
N 1.08 -0.57 -1.02 0.18
H -1.27 -1.03 0.96 0.08
H -0.41 0.54 1.32 0.07
H 0.28 -0.87 2.02 0.07
C 2.66 -3.33 -0.88 -0.07
C 1.93 -3.22 0.35 -0.27
N 1.28 -3.14 1.33 0.17
H 1.92 -3.21 -1.67 0.05
H 2.98 -4.35 -1.10 0.09
H 3.44 -2.56 -0.88 0.07
C 2.40 5.62 1.81 -0.06
C 1.45 4.55 2.09 -0.27
N 0.68 3.76 2.38 0.16
H 2.07 6.56 2.26 0.09
H 2.49 5.87 0.75 0.08
H 3.38 5.34 2.18 0.08
C 2.29 2.61 -1.00 -0.09
C 1.80 3.66 -1.89 -0.29
N 1.35 4.47 -2.57 0.12
H 3.20 2.99 -0.53 0.07
H 2.41 1.69 -1.58 0.05
H 1.48 2.40 -0.30 0.06
C -1.81 -4.04 -4.42 -0.07
C -1.38 -3.64 -3.11 -0.27
N -1.01 -3.32 -2.05 0.15
H -1.03 -4.01 -5.17 0.07
H -2.52 -3.29 -4.78 0.09
H -2.22 -5.03 -4.25 0.09
C -3.18 -0.17 3.97 -0.24
S -2.19 0.91 5.11 0.85
O -0.83 0.26 5.04 -0.59
C -2.16 2.42 4.04 -0.27
H -2.93 -1.19 4.25 0.02
H -3.00 0.04 2.92 0.03
H -4.24 -0.06 4.21 0.05
H -1.52 3.15 4.53 0.03
H -3.08 2.96 3.85 0.05
H -1.58 2.25 3.14 0.01
C 1.85 -2.03 -4.71 -0.26
S 0.85 -1.12 -5.95 0.87
O -0.57 -1.67 -5.98 -0.59
C 0.79 0.45 -4.97 -0.24
H 1.65 -1.75 -3.68 0.02
H 2.91 -1.91 -4.96 0.00
H 1.58 -3.09 -4.67 0.05
H 1.77 0.89 -4.75 0.03
H 0.29 0.16 -4.05 0.02
H 0.13 1.22 -5.38 0.05
C -1.10 -3.44 4.76 -0.28
S 0.35 -4.13 5.52 0.81
O 0.13 -3.92 7.00 -0.56
C 1.55 -2.86 5.05 -0.27
H -0.80 -3.29 3.72 0.03
H -1.27 -2.44 5.17 0.04
H -1.93 -4.15 4.74 0.05
H 1.74 -2.70 3.99 0.02
H 2.45 -3.11 5.60 0.05
H 1.18 -1.98 5.58 0.05
C -4.37 -2.49 0.50 -0.26
S -4.05 -3.90 1.62 0.86
O -3.96 -3.22 2.99 -0.57
C -2.36 -4.30 1.00 -0.27
H -3.82 -1.62 0.87 0.03
H -5.41 -2.22 0.68 0.04
H -4.17 -2.73 -0.54 0.05
H -1.62 -3.53 1.22 0.02
H -2.19 -4.69 -0.01 0.03
H -2.10 -5.18 1.58 0.04
C 5.74 -1.69 -5.44 -0.24
S 5.32 -0.13 -4.54 0.85
O 4.07 0.35 -5.22 -0.58
C 4.79 -0.79 -2.87 -0.24
H 4.82 -2.25 -5.60 0.03
H 6.34 -2.29 -4.76 0.05
H 6.20 -1.33 -6.36 0.05
H 4.73 -1.88 -2.91 0.03
H 3.83 -0.36 -2.57 0.03
H 5.51 -0.56 -2.09 0.03
C 4.22 1.84 2.54 -0.25
S 3.86 0.61 1.24 0.79
O 5.03 0.72 0.28 -0.56
C 4.00 -0.86 2.33 -0.24
H 4.33 2.83 2.08 0.03
H 5.10 1.56 3.13 0.05
H 3.43 2.00 3.27 0.05
H 3.94 -1.76 1.71 0.03
H 3.24 -0.86 3.11 0.05
H 5.04 -0.89 2.67 0.06